[1]
Density functional theory data (the ωB97M-V functional and the def2-TZVPD basis) for C5H6NdO3 as an isolated structure at a distorted geometry.

Computed properties:
* LUMO level (spin up / spin down): -10.4 / -10.4 eV
* DFT total energy: -980.47936 Ha
* HOMO-LUMO gap (spin up / spin down): 4.18 / 5.69 eV
* energy above the lowest of the compared OMol25 structures with the same formula, charge and spin: 0.000 eV

Geometry as ORCA input:
```
! RIJCOSX wB97M-V def2-TZVPD def2/J DEFGRID3
* xyz 2 5
O -1.73 1.02 -5.15
C -1.48 1.41 -4.10
O -1.20 1.88 -3.06
O 1.22 0.44 0.08
C 1.87 -0.23 1.11
C 0.90 -0.87 2.11
C 1.63 -1.51 3.27
C 1.61 -2.79 3.57
Nd -0.26 2.24 -0.68
H 2.54 0.45 1.66
H 2.51 -1.03 0.69
H 0.27 -1.61 1.59
H 0.23 -0.08 2.50
H 2.22 -0.82 3.89
H 1.23 -3.71 3.12
*
```

[2]
Density functional theory data (the ωB97M-V functional and the def2-TZVPD basis) for one molecule with the formula C17H23NO4 at a distorted geometry.

Computed properties:
* LUMO level: -0.1 eV
* DFT total energy: -1017.22513 Ha
* HOMO-LUMO gap: 9.27 eV
* SMILES: CC(=O)ON1CCO[C@H](C(=O)c2ccccc2C)[C@H]1C(C)C
* energy above the lowest of the compared OMol25 structures with the same formula, charge and spin: 4.293 eV

Geometry as ORCA input:
```
! RIJCOSX wB97M-V def2-TZVPD def2/J DEFGRID3
* xyz 0 1
C 0.30 3.78 1.36
C 0.39 3.59 -0.15
O 0.17 4.58 -0.81
O 0.80 2.37 -0.71
N 0.82 1.27 0.14
C 2.21 1.05 0.63
C 2.19 -0.17 1.54
O 1.74 -1.27 0.75
C 0.39 -1.20 0.29
C 0.00 -2.50 -0.36
O 0.20 -2.61 -1.57
C -0.52 -3.63 0.44
C -0.05 -3.80 1.78
C -0.51 -4.84 2.61
C -1.44 -5.74 2.06
C -1.90 -5.59 0.73
C -1.44 -4.56 -0.06
C -2.02 -4.49 -1.46
C 0.23 0.08 -0.57
C -1.31 0.31 -0.97
C -1.52 1.26 -2.17
C -2.25 0.74 0.20
H -0.02 4.79 1.60
H -0.40 3.09 1.81
H 1.26 3.74 1.85
H 2.62 1.94 1.16
H 2.91 0.89 -0.21
H 3.19 -0.38 1.91
H 1.53 -0.02 2.40
H -0.27 -1.10 1.15
H 0.67 -3.16 2.25
H -0.15 -5.00 3.62
H -1.79 -6.55 2.67
H -2.61 -6.31 0.37
H -2.88 -5.17 -1.57
H -1.24 -4.71 -2.20
H -2.37 -3.48 -1.68
H 0.79 -0.09 -1.49
H -1.68 -0.65 -1.31
H -1.59 2.31 -1.86
H -2.44 0.97 -2.71
H -0.66 1.18 -2.87
H -1.75 1.46 0.88
H -3.18 1.19 -0.16
H -2.50 -0.16 0.76
*
```

[3]
Density functional theory data (the ωB97M-V functional and the def2-TZVPD basis) for a 2-piece molecular cluster, C5H4O2 overall at a distorted geometry.

Computed properties:
* LUMO level: 1.2 eV
* DFT total energy: -343.36935 Ha
* HOMO-LUMO gap: 10.11 eV
* energy above the lowest of the compared OMol25 structures with the same formula, charge and spin: 0.626 eV

Geometry as ORCA input:
```
! RIJCOSX wB97M-V def2-TZVPD def2/J DEFGRID3
* xyz 0 1
O -2.21 -1.22 -1.21
C -2.13 -1.79 -0.23
O -0.75 0.92 0.38
C 0.05 1.09 -0.71
C 1.19 0.37 -0.58
C 1.09 -0.31 0.68
C -0.10 0.06 1.21
H -0.33 1.75 -1.47
H 2.01 0.32 -1.29
H 1.81 -0.98 1.12
H -0.62 -0.19 2.12
*
```

[4]
Density functional theory data (the ωB97M-V functional and the def2-TZVPD basis) for C8H26N4O5Y as an isolated structure at a distorted geometry.

Computed properties:
* LUMO level: -3.1 eV
* DFT total energy: -953.69235 Ha
* HOMO-LUMO gap: 4.49 eV
* energy above the lowest of the compared OMol25 structures with the same formula, charge and spin: 0.000 eV

Geometry as ORCA input:
```
! RIJCOSX wB97M-V def2-TZVPD def2/J DEFGRID3
* xyz 1 1
O -0.29 -4.14 -1.30
H -0.17 -4.99 -1.79
Y 0.23 0.09 0.24
N 0.23 2.03 -0.91
N -0.97 -0.19 -1.57
O 0.92 3.28 -0.67
O -1.90 -1.30 -1.68
C -0.50 2.07 -2.05
C -1.23 0.89 -2.36
C -0.49 3.32 -2.83
C -2.16 0.79 -3.50
H 0.41 3.90 -2.57
H -1.37 3.95 -2.59
H -0.49 3.10 -3.91
H -2.90 -0.01 -3.35
H -1.59 0.55 -4.42
H -2.70 1.74 -3.65
H 1.22 3.34 0.26
H -1.37 -2.13 -1.70
O -1.80 1.21 1.07
H -1.73 2.12 0.70
H -2.68 0.89 0.78
C 1.00 -3.52 -1.24
H 1.26 -3.30 -0.18
H 0.93 -2.56 -1.78
H 1.79 -4.16 -1.68
O 2.54 0.44 -0.34
H 2.61 1.02 -1.14
H 3.35 0.61 0.18
N -0.11 -1.91 1.71
C -0.56 -1.32 3.00
C 0.56 -0.78 3.85
C 1.63 0.05 3.18
N 1.07 1.11 2.29
H 0.67 -2.55 1.90
H -0.85 -2.54 1.35
H -1.31 -0.55 2.76
H -1.09 -2.09 3.56
H 0.11 -0.22 4.67
H 1.07 -1.61 4.35
H 2.25 0.53 3.95
H 2.32 -0.56 2.58
H 1.79 1.82 2.11
H 0.31 1.62 2.75
*
```

[5]
Density functional theory data (the ωB97M-V functional and the def2-TZVPD basis) for C20H8F11N4O7PdS2 as an isolated structure at a distorted geometry.

Computed properties:
* LUMO level: -7.6 eV
* DFT total energy: -3535.03356 Ha
* HOMO-LUMO gap: 4.90 eV
* energy above the lowest of the compared OMol25 structures with the same formula, charge and spin: 0.000 eV

Geometry as ORCA input:
```
! RIJCOSX wB97M-V def2-TZVPD def2/J DEFGRID3
* xyz 1 1
Pd 0.13 -0.18 -0.29
O 0.97 1.24 -4.05
C 1.02 0.98 -2.88
N 0.41 -0.13 -2.27
C 0.01 -1.16 -3.07
O 0.19 -1.22 -4.27
C -0.74 -2.21 -2.37
C -1.07 -3.41 -2.96
C -1.83 -4.30 -2.22
C -2.23 -3.94 -0.94
C -1.84 -2.72 -0.43
N -1.10 -1.86 -1.14
C 1.84 1.74 -1.92
C 2.59 2.82 -2.32
C 3.42 3.42 -1.37
C 3.47 2.88 -0.10
C 2.67 1.79 0.21
N 1.85 1.24 -0.68
H -0.74 -3.62 -3.97
H -2.11 -5.26 -2.63
H -2.83 -4.61 -0.33
H -2.12 -2.40 0.57
H 2.53 3.16 -3.34
H 4.01 4.28 -1.63
H 4.12 3.29 0.65
H 2.70 1.33 1.18
F 1.99 1.19 3.68
C 0.76 1.11 3.21
F 0.62 1.98 2.20
F -0.13 1.41 4.14
S 0.38 -0.61 2.65
O -0.87 -0.44 1.86
O 0.43 -1.42 3.81
N 1.61 -0.82 1.61
S 1.64 -2.30 0.89
O 2.01 -2.13 -0.49
O 0.47 -3.07 1.20
C 3.02 -3.16 1.76
F 4.06 -2.34 1.90
F 3.38 -4.21 1.04
F 2.61 -3.56 2.95
F -5.29 2.87 2.25
C -4.22 2.57 1.56
C -3.12 3.45 1.62
F -3.20 4.53 2.37
C -2.00 3.13 0.91
F -0.94 3.90 0.96
C -1.94 1.94 0.08
O -0.88 1.69 -0.56
C -3.11 1.09 0.05
F -3.09 0.01 -0.70
C -4.22 1.40 0.79
F -5.29 0.63 0.79
*
```

[6]
Density functional theory data (the ωB97M-V functional and the def2-TZVPD basis) for an isolated ion of composition C3H6ClO3S and charge -1 at a distorted geometry.

Computed properties:
* LUMO level: 3.6 eV
* DFT total energy: -1202.07627 Ha
* HOMO-LUMO gap: 8.68 eV
* SMILES: CC(C)(Cl)S(=O)(=O)[O-]
* energy above the lowest of the compared OMol25 structures with the same formula, charge and spin: 0.686 eV

Geometry as ORCA input:
```
! RIJCOSX wB97M-V def2-TZVPD def2/J DEFGRID3
* xyz -1 1
C -0.59 1.00 0.33
C -0.61 -0.22 -0.60
C 0.56 -1.24 -0.19
Cl -2.21 -0.96 -0.81
S -0.31 0.45 -2.37
O 0.94 1.20 -2.14
O -1.40 1.29 -2.71
O -0.13 -0.76 -3.19
H -0.96 1.86 -0.10
H 0.46 1.23 0.58
H -1.26 0.79 1.26
H 1.51 -0.59 -0.41
H 0.50 -2.12 -0.92
H 0.46 -1.51 0.81
*
```

[7]
Density functional theory data (the ωB97M-V functional and the def2-TZVPD basis) for an isolated ion of composition C8H12FN2O2 and charge +1.

Computed properties:
* LUMO level: -2.7 eV
* DFT total energy: -671.70440 Ha
* HOMO-LUMO gap: 11.07 eV
* SMILES: O=C(O)CCc1cn(CCF)c[nH+]1
* energy above the lowest of the compared OMol25 structures with the same formula, charge and spin: 0.000 eV

Geometry as ORCA input:
```
! RIJCOSX wB97M-V def2-TZVPD def2/J DEFGRID3
* xyz 1 1
O -3.21 0.71 0.39
C -2.66 1.79 0.30
O -2.63 2.69 1.28
C -1.92 2.23 -0.94
C -0.41 2.00 -0.82
C -0.01 0.57 -0.62
C 1.22 0.01 -0.47
N 1.06 -1.34 -0.30
C 2.13 -2.30 -0.04
C 2.67 -2.21 1.40
F 1.94 -1.26 2.10
C -0.23 -1.62 -0.34
N -0.89 -0.50 -0.55
H -3.12 2.34 2.04
H -2.11 3.29 -1.13
H -2.34 1.67 -1.77
H -0.02 2.56 0.04
H 0.06 2.38 -1.72
H 2.19 0.47 -0.46
H 1.71 -3.29 -0.24
H 2.92 -2.13 -0.77
H 2.55 -3.16 1.92
H 3.71 -1.91 1.42
H -0.70 -2.59 -0.20
H -1.91 -0.39 -0.52
*
```